The following is a quantum chemistry calculation of a single C22H24FNS molecule at a distorted geometry, from the OMol25 dataset.

XYZ file:
```
49
Properties=species:S:1:pos:R:3:forces:R:3
N 3.284934 2.780204 2.637593 0.39 -0.18 -1.52
C 2.450748 1.778322 1.915552 1.34 0.24 0.32
C 2.667763 1.875722 0.401492 -0.86 -0.53 0.02
C 1.635087 1.034449 -0.366371 -0.82 0.89 0.15
C 0.196248 1.611243 -0.168276 0.94 -0.45 -1.76
C -0.746817 0.957000 -1.197509 0.15 0.04 1.11
C -2.091485 1.619691 -1.120594 -0.40 -0.56 0.01
S -3.231563 0.880669 -2.350735 0.05 1.17 -0.22
C -3.580967 -0.623704 -1.548091 -1.01 0.32 1.09
C -3.032743 -1.796484 -2.028982 0.89 -2.51 -0.39
C -3.318734 -3.034994 -1.436102 0.21 1.04 -0.70
C -4.178177 -3.036008 -0.325809 -0.68 -0.34 0.73
C -4.609399 -4.252175 0.250901 -1.50 -0.16 1.78
C -5.523373 -4.282658 1.348606 1.90 0.31 -1.78
C -5.947859 -3.061538 1.886353 0.03 1.61 -0.47
C -5.583340 -1.832369 1.307212 -0.41 -2.10 0.76
C -4.712976 -1.811448 0.204259 -0.25 -1.13 0.02
C -4.445483 -0.636731 -0.456688 1.17 1.26 -1.29
C 4.035610 1.401498 -0.014175 1.04 0.75 0.25
C 4.941574 2.371069 -0.494268 1.30 -1.84 -0.41
C 6.221367 1.940647 -0.911328 0.63 -0.58 0.11
C 6.669985 0.598448 -0.750269 -1.72 1.22 0.11
F 7.935005 0.241165 -1.084788 -0.66 0.24 0.09
C 5.771632 -0.351646 -0.251247 -0.20 2.22 -0.16
C 4.471780 0.057641 0.111102 0.36 0.45 -0.33
H 3.199036 2.655671 3.628327 0.22 -0.10 0.37
H 4.280005 2.668776 2.336339 -1.18 0.07 0.64
H 2.776872 0.781315 2.208394 -0.29 -0.45 0.07
H 1.410947 1.901523 2.196110 -0.11 0.18 -0.03
H 2.468095 2.923694 0.109036 0.56 -0.32 0.04
H 1.665548 -0.020744 -0.051087 0.02 0.27 -0.23
H 1.895348 1.119520 -1.447663 -0.24 -0.33 0.68
H 0.228193 2.706083 -0.331949 -0.02 -0.39 0.07
H -0.194851 1.439266 0.814294 -0.11 -0.14 0.66
H -0.393437 1.077324 -2.213608 0.39 -0.17 -0.19
H -0.837675 -0.118887 -0.946944 0.06 0.41 -0.35
H -2.505669 1.504310 -0.111977 -0.16 0.13 -0.23
H -1.973982 2.677767 -1.334920 -0.28 0.16 -0.15
H -2.346548 -1.768568 -2.884966 -0.36 0.10 0.34
H -2.938866 -4.004248 -1.823069 -0.19 0.93 0.23
H -4.241914 -5.161594 -0.197811 -0.02 -0.26 0.09
H -5.863588 -5.208992 1.800875 0.16 0.04 -0.23
H -6.609693 -3.060485 2.742655 -0.05 0.01 -0.01
H -5.995764 -0.907721 1.672281 -0.01 0.17 0.16
H -4.876447 0.310630 -0.146017 -0.05 -0.15 0.11
H 4.739281 3.433958 -0.586807 -0.40 -0.26 0.07
H 6.904781 2.659408 -1.365786 -0.07 -0.17 0.24
H 6.130814 -1.325069 -0.118888 0.17 -1.43 0.20
H 3.800695 -0.710952 0.495343 0.07 0.28 -0.06
```
Forces are in eV/Å.

HOMO ... -8.1 eV
Gap between HOMO and LUMO ... 8.21 eV
Molar mass ... 353.51 g/mol
2S+1 ... 1
Energy ... -38246.239 eV

=====

The following is a quantum chemistry calculation of a single C8H20NO2PSi molecule at a distorted geometry, from the OMol25 dataset.

XYZ file:
```
33
Properties=species:S:1:pos:R:3:forces:R:3
C 0.030388 -2.695564 -0.860027 1.36 3.24 1.24
C -1.251421 -3.011308 -0.213654 0.91 -2.86 -2.34
C -2.074699 2.153444 0.849574 -5.04 1.06 0.33
C -2.705252 1.613491 -1.625167 0.24 1.81 -1.04
C 3.267512 -1.412365 0.046552 0.67 2.77 1.01
C 2.097709 0.925685 2.146030 -0.46 -2.47 -0.53
C 2.060267 1.269437 -0.903963 1.37 -0.94 -0.20
C -2.589610 1.161648 -0.196154 -0.89 -1.61 0.81
N 0.462615 -0.944058 0.572122 -0.46 -2.61 -1.77
O -1.570010 -2.324270 0.902205 -1.08 0.42 2.04
O -1.861390 -0.116253 -0.195221 0.30 0.33 0.32
Si 1.935652 -0.100919 0.412401 0.12 1.29 0.57
P -1.047774 -0.829815 1.114012 -0.60 2.22 -0.27
H 0.901127 -3.283628 -0.693913 0.50 -0.44 0.30
H 0.065723 -2.120910 -1.779669 -0.26 -0.12 0.03
H -1.946638 -2.909480 -1.033649 -1.00 0.18 0.09
H -1.183299 -4.091760 0.051869 -0.31 0.55 -0.05
H -1.070685 2.274096 0.814677 3.20 0.43 0.12
H -2.612946 3.186286 0.718628 1.12 -1.75 -0.14
H -2.479233 1.843529 1.849553 0.96 0.04 -0.74
H -3.437386 1.046923 -2.216025 0.35 -0.15 0.32
H -1.744579 1.645877 -2.185832 -0.45 -0.26 0.53
H -3.076099 2.680519 -1.653334 0.26 -1.00 0.17
H 2.780652 -2.324359 0.214185 -0.21 -1.49 0.73
H 3.762176 -1.438632 -0.925524 -0.07 0.35 0.16
H 3.971379 -1.058018 0.870417 -0.29 -1.30 -1.01
H 2.197016 0.298163 3.071010 -0.13 0.18 -0.93
H 3.002714 1.506420 2.103685 -0.04 0.88 -0.05
H 1.120859 1.428119 2.252751 0.72 0.41 -0.13
H 1.257459 1.835023 -1.291703 -1.40 0.30 -0.12
H 2.747357 2.013684 -0.541129 0.42 0.47 0.58
H 2.613822 0.905755 -1.781670 -0.29 -0.29 0.03
H -3.623414 0.873246 0.106962 0.50 0.37 -0.05
```
Forces are in eV/Å.

HOMO (alpha / beta) ... -8.3 / -8.3 eV
Gap between HOMO and LUMO (alpha / beta) ... 7.72 / 7.71 eV
ΔE to the lowest compared entry with this formula, charge and spin ... 132.5 kJ/mol
Molar mass ... 221.31 g/mol
2S+1 ... 1
Energy ... -31370.778 eV

=====

The following is a quantum chemistry calculation of a single C5H9N3 molecule at a distorted geometry, from the OMol25 dataset.

XYZ file:
```
17
Properties=species:S:1:pos:R:3:forces:R:3
C 1.808610 1.003638 -0.156526 -0.36 0.11 0.41
N 2.518339 -0.067597 -0.107542 -0.09 1.36 -0.20
N 1.647302 -1.144987 -0.053833 -0.19 -3.56 1.41
C 0.287905 -0.692736 -0.459616 2.57 -1.22 0.69
C -1.030704 -1.228043 -0.039388 -1.18 -0.67 1.67
N -1.829749 0.007471 -0.222668 -0.43 0.18 -0.11
C -0.955408 1.219680 -0.125907 -1.02 0.46 -0.97
C 0.370313 0.613809 0.193896 -0.31 2.28 0.53
H 2.249282 2.005371 -0.306413 -0.25 -0.75 0.22
H 1.659798 -1.573032 0.912743 0.17 0.53 -1.42
H 0.403123 -0.715361 -1.535905 -0.51 0.71 -0.48
H -1.048418 -1.509640 1.071410 0.35 0.05 -1.29
H -1.490478 -2.074606 -0.604047 0.66 0.68 0.23
H -2.565416 0.062314 0.469284 -0.03 -0.08 -0.21
H -1.003772 1.801505 -1.090423 0.08 -0.44 1.00
H -1.324780 1.786960 0.719911 -0.03 0.72 -0.22
H 0.304059 0.505260 1.335022 0.59 -0.38 -1.28
```
Forces are in eV/Å.

HOMO ... -8.5 eV
Gap between HOMO and LUMO ... 9.40 eV
ΔE to the lowest compared entry with this formula, charge and spin ... 299.1 kJ/mol
Molar mass ... 111.15 g/mol
2S+1 ... 1
Energy ... -9798.367 eV

=====

The following is a quantum chemistry calculation of a molecular structure, C12H21N3O5V, from the OMol25 dataset.

XYZ file:
```
42
Properties=species:S:1:pos:R:3:forces:R:3
V -0.054750 1.032122 -0.561987 0.01 0.07 -0.09
O 0.325383 3.163262 -1.056956 -0.02 0.03 0.02
C 0.619509 3.882218 0.161334 -0.01 -0.03 0.03
C -0.302696 3.338044 1.225067 0.02 0.01 -0.03
N -0.136295 1.883924 1.383524 0.01 -0.11 0.04
C 1.138037 1.517772 2.028748 -0.03 -0.05 -0.01
C 2.311040 1.365464 1.027420 -0.01 -0.02 -0.05
O 3.439868 1.532394 1.446823 0.02 0.00 -0.01
O 1.974264 1.023789 -0.175677 -0.06 0.04 0.05
C -1.356560 1.297380 1.965471 0.01 -0.03 -0.02
C -2.488677 1.189425 0.909726 0.03 -0.02 -0.03
O -3.627420 1.069404 1.319564 -0.02 0.00 -0.01
O -2.094271 1.189487 -0.319190 0.05 0.00 0.05
H 1.109462 3.201698 -1.615962 0.03 0.00 -0.01
H 0.431771 4.945648 0.009476 0.00 0.01 -0.01
H 1.667719 3.739741 0.429585 0.01 0.00 -0.02
H -1.334817 3.523559 0.925312 0.00 0.00 -0.01
H -0.118973 3.856794 2.172794 -0.01 -0.01 0.01
H 1.013629 0.535904 2.490017 -0.01 0.01 0.02
H 1.421781 2.216659 2.819047 -0.01 0.03 -0.01
H -1.717577 1.849235 2.836891 0.00 0.03 -0.01
H -1.128491 0.279779 2.290779 0.01 0.00 0.01
C 0.724884 -1.922839 0.225696 0.00 -0.05 -0.02
C 0.793665 -3.403161 -0.233844 0.00 0.02 0.01
N 0.015513 -3.595122 -1.456680 0.00 0.01 0.00
C -1.378990 -3.234006 -1.201096 0.01 0.01 -0.01
C -1.481276 -1.758750 -0.738950 0.01 -0.06 -0.01
N -0.126772 -1.160945 -0.713290 -0.01 0.13 0.08
C 0.473677 -1.249114 -2.066557 -0.02 -0.03 0.01
C 0.548403 -2.735076 -2.507465 -0.01 -0.01 0.01
H 1.705576 -1.448828 0.243901 0.00 0.01 0.00
H 0.283193 -1.831912 1.219783 -0.01 0.01 0.00
H 0.396286 -4.071223 0.531166 0.00 0.00 0.00
H 1.823999 -3.702394 -0.430146 0.00 0.00 0.00
H -1.776184 -3.911586 -0.444523 0.00 0.00 0.00
H -1.947038 -3.397335 -2.117914 -0.01 0.00 0.00
H -1.900441 -1.671279 0.263682 0.00 0.01 0.00
H -2.108623 -1.154324 -1.392258 0.00 0.01 0.00
H 1.463436 -0.788936 -2.017833 0.01 -0.01 0.00
H -0.154266 -0.666081 -2.751633 -0.01 0.00 0.00
H 1.580150 -3.026722 -2.705808 0.00 0.00 0.00
H -0.027129 -2.904072 -3.418046 0.00 0.00 0.00
```
Forces are in eV/Å.

HOMO (alpha / beta) ... -7.5 / -8.9 eV
Gap between HOMO and LUMO (alpha / beta) ... 7.62 / 8.90 eV
ΔE to the lowest compared entry with this formula, charge and spin ... 0.0 kJ/mol
Molar mass ... 338.26 g/mol
2S+1 ... 4
Energy ... -53181.987 eV